No. 1
A cluster of 2 separate species, C7H11NS in total at a distorted geometry. Source: the OMol25 dataset; level of theory: ωB97M-V with the def2-TZVPD basis set.

The geometry in XYZ format:
```
20
Properties=species:S:1:pos:R:3:mulliken_spin:R:1
H 0.20690 1.40905 -1.46083 0.008
C -0.09813 -0.85374 2.11723 -0.023
C 0.82523 -0.34083 -0.17555 0.011
H -0.94971 -1.24413 2.67150 -0.003
H 1.52761 1.64344 0.69144 0.000
H -2.83517 0.86323 -0.53262 0.035
H -3.31695 -0.35938 -1.74216 -0.003
N -1.78424 2.83886 0.59696 -0.006
C 1.06247 0.78486 -1.20064 -0.013
S -1.87961 -1.21213 0.03873 0.726
C -2.54538 0.00302 -1.08018 -0.001
C -1.34080 1.78368 0.67730 0.500
H -1.65407 0.42206 -1.57457 0.036
H 2.80978 0.51428 0.16069 -0.001
H 0.73789 -1.55384 2.06906 0.020
C 1.73338 0.77937 0.05826 0.025
H 0.25714 0.06874 2.64318 0.026
C -0.40407 -0.46345 0.72989 0.629
H 1.25363 -1.32728 -0.24652 0.036
H 1.49133 0.46184 -2.14740 0.000
```

Properties
multiplicity	3
gap between HOMO and LUMO (alpha / beta)	7.65 / 5.75	eV
E_HOMO (alpha / beta)	-7.160 / -9.520	eV
ΔE to the lowest compared entry with this formula, charge and spin	68.9	kcal/mol
E	-726.006439	Eh



No. 2
An isolated molecule of H7N4OP at a distorted geometry. Source: the OMol25 dataset; level of theory: ωB97M-V with the def2-TZVPD basis set.

The geometry in XYZ format:
```
13
Properties=species:S:1:pos:R:3:lowdin_charge:R:1
O -1.09619 1.46238 -0.49910 -0.360
H -1.94896 -1.71946 0.05048 0.054
H 0.35551 -0.21564 2.27608 0.071
H -1.18370 0.56897 2.40915 0.060
H 1.76009 1.22235 -1.38479 0.082
H -2.20647 -0.60578 -1.27170 0.027
H 0.88625 -0.81471 -1.39013 0.084
N -0.56013 0.00795 1.79038 -0.115
N 1.12330 -0.35044 -0.42786 -0.263
P -0.64052 0.18721 0.08033 0.498
H 3.04359 0.58469 -0.48514 0.061
N -1.56978 -1.06354 -0.65292 -0.088
N 2.03700 0.73602 -0.49478 -0.111
```

Properties
gap between HOMO and LUMO	10.22	eV
E_HOMO	-9.346	eV
SMILES	NNP(N)(N)=O
ΔE to the lowest compared entry with this formula, charge and spin	1.3	kcal/mol
E	-639.838647	Eh



No. 3
The ion C2H7N3P with charge +1 at a distorted geometry. Source: the OMol25 dataset; level of theory: ωB97M-V with the def2-TZVPD basis set.

The geometry in XYZ format:
```
13
Properties=species:S:1:pos:R:3:lowdin_charge:R:1
H -1.11370 1.89008 1.14657 0.169
N 1.50455 -1.22562 0.36539 0.213
H -0.52348 -0.36948 1.72651 0.142
N -1.31833 1.09779 0.36870 -0.341
H -1.56571 0.47242 -1.68739 -0.041
N 0.67225 0.56842 -1.07449 -0.093
P -0.86894 1.59229 -1.16547 0.950
H 0.97664 -1.87413 1.01608 0.174
C 0.57806 -0.32818 0.00623 -0.316
H -1.43045 -1.06250 0.29156 0.162
C -0.80038 -0.18673 0.66653 -0.245
H 1.58030 0.73440 -1.44214 0.093
H 2.30918 -1.30876 -0.21808 0.133
```

Properties
gap between HOMO and LUMO	10.61	eV
E_HOMO	-14.440	eV
SMILES	[NH2+]=C1CNPN1
ΔE to the lowest compared entry with this formula, charge and spin	30.6	kcal/mol
net charge	+1
E	-585.772943	Eh